[1]
7
Properties=species:S:1:pos:R:3:lowdin_charge:R:1 method="wB97M-V/def2-TZVPD" e_lumo_ev=-1.69 homo_lumo_gap_ha=0.361 e_above_lowest_kj_mol=225.7 total_energy_ha=-853.57235
N 0.893 -0.618 -0.163 -0.324
O 0.465 -0.247 0.858 -0.004
O 0.866 -0.323 -1.252 0.281
O -0.729 2.192 0.239 -0.386
O -1.705 0.113 -0.433 -0.412
F 1.426 -2.051 0.075 -0.027
S -1.216 0.934 0.676 0.872


[2]
23
Properties=species:S:1:pos:R:3:lowdin_charge:R:1 method="wB97M-V/def2-TZVPD" e_lumo_ev=0.04 homo_lumo_gap_ha=0.328 e_above_lowest_kj_mol=722.6 total_energy_ha=-690.89221
C 1.463 1.055 -0.167 0.029
C 0.309 0.561 0.220 -0.364
C -0.240 0.537 1.648 -0.118
C -1.334 -0.343 2.077 -0.089
C -1.275 -1.635 2.200 -0.048
C -0.231 -2.597 1.824 -0.164
F -0.471 -3.857 2.333 0.056
C 0.904 -2.168 1.269 0.113
N 1.877 -1.902 0.505 -0.315
O 2.971 -1.416 0.766 0.013
O 1.714 -2.298 -0.848 0.058
O -0.712 0.094 -0.648 -0.119
C -0.433 0.172 -2.023 -0.111
H 1.998 0.946 -1.153 0.095
H 2.114 1.534 0.586 0.081
H -0.760 1.524 1.617 0.134
H 0.520 0.596 2.421 0.135
H -2.300 0.049 2.347 0.116
H -2.185 -2.038 2.496 0.094
H 2.588 -2.583 -1.181 0.132
H -1.371 -0.292 -2.596 0.132
H 0.303 -0.671 -2.269 0.098
H -0.226 1.083 -2.409 0.043


[3]
19
Properties=species:S:1:pos:R:3:lowdin_charge:R:1 method="wB97M-V/def2-TZVPD" smiles=NC[C@@H]1CCCN1 e_lumo_ev=1.07 homo_lumo_gap_ha=0.364 e_above_lowest_kj_mol=158.1 total_energy_ha=-307.16911
N 2.979 -0.050 -0.129 -0.018
C 1.651 0.299 0.646 -0.208
C 0.313 -0.361 0.217 -0.313
C -0.291 0.174 -1.093 -0.146
C -1.867 -0.047 -0.969 -0.152
C -1.976 0.353 0.532 -0.276
N -0.855 -0.148 1.300 -0.025
H 3.675 -0.504 0.449 0.036
H 2.891 -0.496 -1.049 0.047
H 1.520 1.423 0.715 0.111
H 1.852 -0.040 1.675 0.095
H 0.572 -1.418 0.250 0.121
H 0.202 -0.362 -1.922 0.104
H -0.070 1.269 -1.195 0.124
H -2.416 0.679 -1.536 0.082
H -2.402 -1.016 -1.070 0.108
H -2.891 -0.061 1.012 0.119
H -1.967 1.424 0.515 0.094
H -0.920 -1.117 1.652 0.099


[4]
21
Properties=species:S:1:pos:R:3:lowdin_charge:R:1 method="wB97M-V/def2-TZVPD" e_lumo_ev=-2.69 homo_lumo_gap_ha=0.222 e_above_lowest_kj_mol=644.2 total_energy_ha=-366.18854
O -1.091 1.075 1.820 -0.092
C -0.125 1.651 1.132 -0.688
N -0.271 1.515 -0.370 -0.022
C -0.690 0.134 -0.741 -0.210
C 0.280 -1.005 -0.499 -0.433
C 0.028 -1.724 0.866 -0.069
C 0.386 -1.952 -1.698 -0.100
C 0.094 3.069 1.111 0.303
H 0.697 1.680 -0.673 0.102
H -1.157 0.209 -1.765 0.125
H -1.564 -0.010 0.005 0.136
H 1.319 -0.554 -0.465 0.133
H -0.256 -0.945 1.643 0.075
H -0.777 -2.465 0.735 0.078
H 0.854 -2.332 1.282 0.075
H 0.689 -1.493 -2.639 0.070
H 1.106 -2.764 -1.511 0.078
H -0.601 -2.396 -1.903 0.080
H -0.382 3.720 0.384 0.096
H 0.824 1.025 1.372 0.175
H 0.637 3.563 1.914 0.089


[5]
106
Properties=species:S:1:pos:R:3:mulliken_spin:R:1 method="wB97M-V/def2-TZVPD" total_charge=+3 s2=2.00 e_lumo_ev="-7.12 / -7.12" homo_lumo_gap_ha="0.248 / 0.255" spin_multiplicity=3 total_energy_ha=-3424.88985
Pt 0.834 -0.748 -0.618 1.483
C -5.188 -0.152 -1.489 0.000
C -4.103 -0.949 -0.773 -0.001
O -3.824 -2.066 -1.104 0.000
N -3.480 -0.345 0.448 0.008
H -2.479 -0.421 0.334 -0.014
H -3.773 0.617 0.347 0.001
C -4.016 -0.967 1.751 0.001
H -6.048 -0.099 -0.821 0.000
H -5.857 -0.586 -2.233 0.000
H -4.855 0.824 -1.844 0.000
H -3.361 -0.396 2.408 -0.001
H -3.818 -2.039 1.748 0.000
H -5.065 -0.816 2.008 0.000
C -3.921 -5.444 4.361 0.000
C -2.798 -4.862 3.472 0.000
O -2.322 -3.767 3.681 0.000
N -2.482 -5.649 2.192 0.000
H -1.889 -6.460 2.291 0.000
H -3.346 -5.841 1.706 0.000
C -1.625 -4.810 1.172 0.000
H -4.419 -4.656 4.926 0.000
H -3.642 -6.227 5.066 0.000
H -4.659 -5.863 3.677 0.000
H -0.564 -4.924 1.395 0.000
H -2.038 -3.808 1.051 -0.001
H -1.747 -5.331 0.223 0.000
C -0.138 4.180 0.578 -0.004
C -0.509 5.198 1.634 0.000
O 0.188 5.684 2.509 0.000
N -1.948 5.731 1.532 0.000
H -2.002 6.735 1.633 0.000
H -2.291 5.736 0.582 0.000
C -2.876 4.899 2.576 0.000
H -0.254 4.586 -0.427 0.000
H -0.818 3.361 0.814 0.007
H 0.914 3.909 0.669 -0.001
H -2.595 3.852 2.460 0.000
H -3.900 5.175 2.327 0.000
H -2.614 5.158 3.602 0.000
C 1.279 -2.086 -4.939 0.004
C 1.478 -3.603 -5.164 0.000
O 1.599 -4.198 -6.221 0.000
N 1.849 -4.451 -3.952 0.000
H 2.836 -4.583 -3.784 0.000
H 1.525 -3.931 -3.149 -0.004
C 1.051 -5.831 -3.832 0.000
H 1.554 -1.757 -3.937 -0.002
H 0.244 -1.822 -5.157 0.000
H 1.954 -1.494 -5.558 0.000
H 0.015 -5.674 -4.134 0.000
H 1.217 -6.265 -2.846 0.000
H 1.510 -6.579 -4.478 0.000
C 3.895 5.001 3.861 0.000
C 3.563 4.318 2.592 0.000
O 2.621 3.459 2.574 0.000
N 4.390 4.580 1.296 0.000
H 4.167 5.529 1.028 0.000
H 5.366 4.614 1.552 0.000
C 3.965 3.694 0.107 0.000
H 3.413 4.495 4.697 0.000
H 3.633 6.044 4.042 0.000
H 4.984 4.956 3.883 0.000
H 2.907 3.851 -0.104 0.000
H 4.300 2.683 0.340 0.000
H 4.525 4.093 -0.739 0.000
C -0.535 0.878 -3.353 0.012
O 0.298 1.987 -3.029 0.003
O -0.107 -0.198 -2.579 0.095
C -1.985 1.435 -3.011 0.000
F -2.278 2.504 -3.737 0.000
F -2.979 0.580 -3.412 0.000
F -2.318 1.781 -1.744 0.000
C 1.452 2.385 -3.758 0.000
C 2.118 3.584 -3.143 0.001
H 2.341 4.347 -3.889 0.000
H 1.473 4.166 -2.485 0.000
H 3.091 3.300 -2.742 0.000
H 1.162 2.630 -4.780 -0.001
H 2.205 1.603 -3.867 0.000
H -0.446 0.695 -4.424 0.005
C 0.261 0.459 1.839 0.062
O 0.981 -0.775 1.670 0.012
O -0.526 0.335 0.701 0.174
C -0.482 0.633 3.297 0.002
F -1.178 1.657 3.325 0.002
F -1.201 -0.399 3.672 0.000
F 0.485 0.930 4.252 0.001
C 2.041 -1.080 2.596 0.005
C 2.571 -2.313 2.145 -0.010
H 1.717 -2.987 2.213 0.003
H 2.937 -2.392 1.121 0.001
H 3.314 -2.734 2.822 -0.001
H 1.534 -1.188 3.555 -0.004
H 2.896 -0.408 2.523 0.003
H 0.936 1.312 1.762 -0.019
B 3.725 0.246 -1.046 0.030
F 2.592 0.585 -0.267 0.032
F 4.748 -0.054 -0.136 0.002
F 3.332 -0.884 -1.641 -0.005
F 4.066 1.188 -1.929 0.001
B 0.249 -3.512 -1.276 0.037
F -0.533 -2.626 -0.660 0.035
F 1.164 -2.713 -1.905 0.043
F 0.949 -4.219 -0.361 0.000
F -0.584 -4.198 -2.161 0.002


[6]
17
Properties=species:S:1:pos:R:3:lowdin_charge:R:1 method="wB97M-V/def2-TZVPD" smiles="C=C(O)/C=C/CC" e_lumo_ev=0.72 homo_lumo_gap_ha=0.330 e_above_lowest_kj_mol=194.1 total_energy_ha=-309.76842
C -0.648 -0.942 2.660 0.071
C -0.672 0.013 1.709 -0.394
O -1.332 1.218 2.004 0.006
C -0.582 -0.369 0.314 -0.085
C -0.612 0.510 -0.713 -0.093
C 0.234 0.640 -1.933 -0.238
C 1.328 -0.487 -1.955 -0.108
H -0.950 -0.746 3.684 0.064
H 0.030 -1.782 2.529 0.063
H -0.684 1.748 2.448 0.090
H -0.256 -1.402 0.188 0.110
H -1.103 1.440 -0.430 0.102
H -0.327 0.906 -2.827 0.101
H 0.875 1.531 -1.872 0.109
H 1.761 -0.531 -0.956 0.066
H 0.892 -1.484 -2.099 0.068
H 2.047 -0.260 -2.752 0.068